{
  "formula": "C28H68BBrN15O29Si",
  "method": "ωB97M-V/def2-TZVPD",
  "spin_multiplicity": 1,
  "fmax_ev_per_a": 2.42,
  "charge": -1,
  "total_energy_ev": -190436.8328,
  "symbols": ["C", "C", "B", "C", "C", "O", "Si", "C", "C", "C", "O", "C", "N", "C", "C", "C", "C", "N", "C", "C", "O", "C", "Br", "N", "C", "O", "O", "H", "H", "H", "H", "H", "H", "H", "H", "H", "H", "H", "H", "H", "H", "H", "H", "H", "H", "H", "H", "H", "H", "H", "H", "H", "H", "H", "H", "H", "H", "H", "H", "C", "N", "O", "O", "H", "H", "H", "C", "N", "O", "O", "H", "H", "H", "C", "N", "O", "O", "H", "H", "H", "C", "N", "O", "O", "H", "H", "H", "C", "N", "O", "O", "H", "H", "H", "C", "N", "O", "O", "H", "H", "H", "C", "N", "O", "O", "H", "H", "H", "C", "N", "O", "O", "H", "H", "H", "C", "N", "O", "O", "H", "H", "H", "C", "N", "O", "O", "H", "H", "H", "C", "N", "O", "O", "H", "H", "H", "C", "N", "O", "O", "H", "H", "H"],
  "xyz": [[-1.547, 0.249, 2.607], [-1.618, -0.767, 1.425], [-1.706, -0.100, -0.082], [-2.657, 1.227, -0.091], [-4.037, 0.973, 0.553], [-5.128, 1.301, -0.349], [-6.488, 0.422, 0.089], [-8.070, 1.153, -0.656], [-6.762, 0.304, 1.968], [-6.405, -1.377, -0.523], [-0.291, 0.087, -0.544], [0.016, -0.825, -1.520], [1.098, -0.488, -2.408], [0.317, -2.286, -1.066], [1.364, -2.315, 0.076], [0.942, -3.109, 1.337], [1.342, -2.439, 2.659], [2.722, -1.897, 2.669], [2.789, -0.548, 3.002], [3.336, 0.457, 1.989], [2.405, -0.162, 4.092], [-1.425, -0.944, -2.224], [-1.633, -2.453, -3.521], [-1.766, 0.286, -3.027], [-1.192, 0.408, -4.096], [-0.541, 0.639, -5.044], [-2.251, -1.012, -1.167], [-1.030, 1.168, 2.326], [-2.546, 0.471, 2.995], [-0.920, -0.229, 3.377], [-2.398, -1.525, 1.600], [-0.661, -1.299, 1.457], [-2.871, 1.618, -1.095], [-2.222, 2.076, 0.461], [-4.134, -0.096, 0.812], [-4.148, 1.558, 1.464], [-8.179, 0.757, -1.673], [-8.930, 0.787, -0.094], [-8.071, 2.248, -0.657], [-6.744, 1.263, 2.479], [-6.101, -0.426, 2.446], [-7.779, -0.105, 2.078], [-7.181, -1.927, 0.021], [-6.695, -1.419, -1.577], [-5.420, -1.812, -0.337], [1.063, 0.503, -2.622], [1.989, -0.704, -1.979], [-0.563, -2.864, -0.784], [0.748, -2.806, -1.926], [2.315, -2.750, -0.263], [1.586, -1.281, 0.376], [-0.151, -3.157, 1.338], [1.262, -4.158, 1.315], [0.632, -1.656, 2.937], [1.276, -3.178, 3.465], [3.233, -2.109, 1.825], [2.550, 0.733, 1.277], [4.155, -0.027, 1.442], [3.660, 1.375, 2.479], [0.675, 4.626, 0.620], [-0.426, 4.091, 1.460], [-0.303, 2.966, 1.893], [-1.376, 4.821, 1.662], [1.442, 3.866, 0.533], [0.263, 4.875, -0.354], [1.058, 5.509, 1.122], [6.251, -2.459, 3.979], [6.069, -2.583, 2.508], [6.893, -2.069, 1.780], [5.086, -3.193, 2.148], [7.151, -1.888, 4.173], [5.375, -1.951, 4.374], [6.333, -3.465, 4.379], [1.370, 2.570, 4.871], [2.235, 3.699, 4.432], [1.816, 4.827, 4.572], [3.317, 3.410, 3.957], [0.447, 2.974, 5.270], [1.176, 1.947, 4.001], [1.917, 2.019, 5.631], [3.740, -0.942, -5.503], [4.510, -0.330, -4.387], [4.142, -0.558, -3.257], [5.464, 0.366, -4.685], [2.928, -1.525, -5.086], [3.359, -0.135, -6.120], [4.431, -1.567, -6.057], [-0.751, 1.765, -7.936], [-1.002, 1.799, -9.403], [-0.120, 2.224, -10.121], [-2.080, 1.394, -9.787], [0.243, 2.152, -7.745], [-1.507, 2.382, -7.460], [-0.834, 0.733, -7.610], [5.944, 4.907, 2.042], [5.117, 4.732, 0.819], [3.925, 4.918, 0.936], [5.689, 4.413, -0.199], [5.284, 5.181, 2.858], [6.434, 3.958, 2.241], [6.672, 5.688, 1.846], [5.149, 1.837, 5.252], [6.160, 0.763, 5.439], [6.131, 0.134, 6.476], [6.950, 0.581, 4.536], [4.521, 1.875, 6.134], [5.687, 2.771, 5.113], [4.567, 1.586, 4.371], [1.081, -2.609, -9.334], [1.860, -1.992, -8.227], [1.500, -2.219, -7.093], [2.806, -1.301, -8.544], [0.275, -3.192, -8.903], [0.694, -1.802, -9.949], [1.761, -3.239, -9.898], [-4.395, 4.703, 3.284], [-4.809, 3.463, 3.994], [-4.839, 3.486, 5.210], [-5.081, 2.512, 3.299], [-4.180, 5.468, 4.022], [-3.510, 4.464, 2.698], [-5.220, 5.000, 2.641], [8.125, -2.408, -5.565], [7.186, -2.931, -6.595], [6.002, -2.906, -6.334], [7.671, -3.343, -7.625], [7.548, -2.076, -4.709], [8.795, -3.218, -5.295], [8.669, -1.581, -6.011], [-11.690, -2.390, 1.159], [-10.768, -1.299, 0.742], [-11.208, -0.169, 0.724], [-9.639, -1.627, 0.451], [-12.656, -1.956, 1.389], [-11.762, -3.090, 0.332], [-11.257, -2.865, 2.035], [-1.453, -4.705, 5.625], [-1.701, -4.882, 4.169], [-0.862, -4.459, 3.405], [-2.732, -5.438, 3.854], [-0.504, -4.196, 5.753], [-2.270, -4.112, 6.024], [-1.431, -5.693, 6.074]]
}


{
  "formula": "C28H68BN6O15",
  "method": "ωB97M-V/def2-TZVPD",
  "spin_multiplicity": 1,
  "fmax_ev_per_a": 11.13,
  "charge": -1,
  "total_energy_ev": -70443.5150,
  "symbols": ["O", "C", "O", "B", "O", "C", "O", "O", "C", "O", "C", "O", "O", "C", "C", "C", "O", "C", "N", "H", "H", "H", "H", "H", "H", "H", "H", "H", "H", "H", "C", "C", "C", "O", "C", "N", "H", "H", "H", "H", "H", "H", "H", "H", "H", "H", "H", "C", "C", "C", "O", "C", "N", "H", "H", "H", "H", "H", "H", "H", "H", "H", "H", "H", "C", "C", "C", "O", "C", "N", "H", "H", "H", "H", "H", "H", "H", "H", "H", "H", "H", "C", "C", "C", "O", "C", "N", "H", "H", "H", "H", "H", "H", "H", "H", "H", "H", "H", "C", "C", "C", "O", "C", "N", "H", "H", "H", "H", "H", "H", "H", "H", "H", "H", "H", "O", "H", "H"],
  "xyz": [[-2.850, 0.963, -4.421], [-2.427, 0.661, -3.295], [-1.857, 1.411, -2.403], [-1.526, 0.637, -1.236], [-2.141, -0.658, -1.441], [-2.731, -0.686, -2.644], [-3.492, -1.525, -3.088], [-1.979, 1.184, 0.080], [-0.897, 1.174, 0.926], [-0.840, 1.541, 2.102], [0.291, 0.776, 0.106], [-0.081, 0.595, -1.131], [1.390, 0.889, 0.503], [1.798, -1.595, -2.108], [1.805, -0.054, -2.385], [3.229, 0.537, -2.778], [4.092, 0.456, -1.627], [3.731, 1.415, -0.617], [1.006, 0.145, -3.584], [0.746, -1.860, -2.007], [2.333, -1.809, -1.183], [2.265, -2.152, -2.920], [1.411, 0.620, -1.625], [3.164, 1.543, -3.192], [3.776, -0.093, -3.480], [3.650, 2.410, -1.056], [4.439, 1.328, 0.206], [2.797, 1.052, -0.187], [0.053, 0.251, -3.266], [0.867, -0.701, -4.119], [6.374, -1.441, 1.069], [5.141, -1.951, 0.386], [3.797, -1.585, 1.162], [2.690, -2.060, 0.420], [1.467, -1.628, 1.056], [5.034, -1.265, -0.897], [6.383, -0.359, 1.199], [7.282, -1.790, 0.578], [6.372, -1.863, 2.075], [5.139, -3.036, 0.277], [3.551, -0.532, 1.297], [3.777, -2.020, 2.161], [1.272, -0.575, 0.851], [1.333, -1.697, 2.135], [0.641, -2.146, 0.568], [4.093, -1.563, -1.113], [4.976, -0.261, -0.814], [-1.200, -1.652, 1.007], [-2.718, -1.708, 1.343], [-3.012, -1.824, 2.890], [-4.288, -2.294, 3.268], [-5.162, -1.178, 3.481], [-3.158, -0.492, 0.713], [-0.608, -0.761, 1.218], [-1.110, -1.925, -0.045], [-0.701, -2.557, 1.352], [-3.257, -2.554, 0.917], [-2.746, -0.913, 3.426], [-2.363, -2.522, 3.419], [-4.914, -0.876, 4.499], [-6.113, -1.711, 3.496], [-5.185, -0.336, 2.790], [-2.902, -0.371, -0.257], [-2.562, 0.200, 1.145], [0.432, 2.093, 5.336], [-0.690, 2.886, 4.681], [-2.050, 2.316, 5.217], [-2.216, 0.999, 4.642], [-2.114, 0.841, 3.224], [-0.383, 4.290, 5.109], [1.369, 2.243, 4.800], [0.199, 1.032, 5.246], [0.528, 2.339, 6.394], [-0.769, 2.752, 3.602], [-2.870, 2.956, 4.891], [-2.089, 2.225, 6.303], [-1.080, 0.827, 2.879], [-2.422, 1.743, 2.694], [-2.733, 0.068, 2.769], [0.604, 4.355, 4.904], [-0.883, 4.793, 4.390], [-1.614, -2.907, -4.575], [-2.980, -3.541, -5.076], [-3.794, -2.604, -5.952], [-5.035, -3.157, -6.414], [-5.838, -2.172, -7.163], [-2.592, -4.734, -5.719], [-1.170, -2.508, -5.488], [-0.936, -3.569, -4.037], [-1.877, -2.111, -3.879], [-3.655, -3.864, -4.283], [-3.239, -2.336, -6.851], [-4.019, -1.754, -5.308], [-6.179, -1.358, -6.523], [-6.702, -2.613, -7.660], [-5.295, -1.743, -8.005], [-2.147, -5.391, -5.094], [-3.389, -5.288, -5.998], [1.905, 0.703, 2.532], [1.583, 2.241, 2.558], [2.825, 3.162, 2.739], [3.785, 2.935, 1.717], [4.253, 4.152, 1.074], [0.789, 2.520, 1.369], [1.000, 0.099, 2.587], [2.371, 0.277, 3.421], [2.540, 0.433, 1.689], [1.017, 2.462, 3.463], [3.300, 2.777, 3.640], [2.556, 4.215, 2.823], [4.581, 4.854, 1.840], [3.555, 4.694, 0.437], [5.150, 3.953, 0.487], [0.018, 1.871, 1.305], [1.500, 2.227, 0.714], [-1.278, 3.646, -3.073], [-1.035, 2.729, -2.946], [-2.126, 3.733, -2.637]]
}


{
  "formula": "C28H68Cl4N4",
  "method": "ωB97M-V/def2-TZVPD",
  "spin_multiplicity": 1,
  "de_lowest_kcal_mol": 94.4,
  "fmax_ev_per_a": 12.01,
  "smiles": "CCN(CC)CC.CCN(CC)CC.CCN(CC)CC.CCN(CC)CC.ClCCCl.ClCCCl",
  "charge": 0,
  "symbols": ["Cl", "C", "C", "Cl", "H", "H", "H", "H", "Cl", "C", "C", "Cl", "H", "H", "H", "H", "C", "C", "N", "C", "C", "C", "C", "H", "H", "H", "H", "H", "H", "H", "H", "H", "H", "H", "H", "H", "H", "H", "C", "C", "N", "C", "C", "C", "C", "H", "H", "H", "H", "H", "H", "H", "H", "H", "H", "H", "H", "H", "H", "H", "C", "C", "N", "C", "C", "C", "C", "H", "H", "H", "H", "H", "H", "H", "H", "H", "H", "H", "H", "H", "H", "H", "C", "C", "N", "C", "C", "C", "C", "H", "H", "H", "H", "H", "H", "H", "H", "H", "H", "H", "H", "H", "H", "H"],
  "xyz": [[35.222, 23.228, 25.483], [35.999, 22.156, 24.306], [36.408, 22.934, 23.092], [37.909, 23.917, 23.459], [35.286, 21.357, 24.223], [36.912, 21.690, 24.701], [35.741, 23.650, 22.953], [36.413, 22.325, 22.158], [43.701, 24.834, 25.108], [42.119, 24.606, 25.865], [41.042, 24.745, 24.824], [41.089, 26.347, 23.998], [41.886, 25.405, 26.482], [41.922, 23.922, 26.407], [40.010, 24.799, 25.331], [40.972, 23.873, 24.081], [36.352, 26.851, 19.375], [35.967, 27.726, 20.665], [36.487, 27.189, 21.834], [37.883, 27.048, 21.964], [38.807, 27.946, 21.432], [36.039, 28.004, 23.067], [36.148, 27.277, 24.344], [35.888, 25.819, 19.343], [37.433, 26.531, 19.108], [36.007, 27.222, 18.306], [34.941, 27.571, 20.591], [36.254, 28.727, 20.768], [38.084, 26.172, 21.297], [38.422, 26.804, 22.919], [38.647, 28.452, 20.514], [39.812, 27.464, 21.294], [38.973, 28.632, 22.160], [35.087, 28.294, 22.886], [36.698, 28.927, 23.046], [35.384, 26.548, 24.276], [35.602, 27.915, 25.166], [37.285, 27.008, 24.509], [41.687, 21.856, 28.981], [40.201, 22.177, 28.738], [39.731, 22.418, 27.338], [39.895, 21.359, 26.326], [39.754, 20.112, 26.741], [38.309, 22.911, 27.246], [38.068, 24.219, 27.910], [41.861, 21.873, 29.948], [42.100, 22.627, 28.470], [42.086, 21.174, 28.522], [40.103, 23.238, 29.282], [39.540, 21.320, 29.363], [40.955, 21.254, 26.203], [39.888, 21.694, 25.405], [39.897, 19.665, 27.723], [40.258, 19.391, 26.075], [38.744, 19.738, 26.566], [37.686, 22.162, 27.533], [38.183, 22.992, 26.131], [38.680, 24.835, 27.583], [38.367, 24.117, 28.885], [37.230, 24.549, 27.803], [36.565, 18.575, 22.105], [35.021, 18.305, 22.058], [34.388, 18.645, 23.423], [32.999, 18.809, 23.470], [32.212, 18.130, 22.572], [34.800, 17.640, 24.448], [35.440, 18.369, 25.615], [36.652, 19.507, 22.262], [36.861, 18.240, 21.163], [37.295, 18.067, 22.864], [35.002, 17.385, 21.754], [34.593, 18.874, 21.285], [33.240, 19.788, 22.911], [32.876, 19.158, 24.372], [32.490, 17.808, 21.636], [31.209, 18.592, 22.427], [32.007, 17.167, 23.307], [35.507, 16.900, 24.005], [33.978, 16.853, 24.707], [35.741, 17.389, 26.255], [34.651, 19.053, 25.941], [36.366, 18.740, 25.269], [35.586, 22.373, 18.062], [35.081, 22.549, 19.514], [33.683, 23.002, 19.585], [32.656, 22.179, 19.018], [32.740, 20.833, 19.052], [33.272, 23.327, 20.906], [33.511, 24.777, 21.180], [36.532, 21.724, 18.024], [35.500, 23.281, 17.532], [35.219, 21.784, 17.403], [35.698, 23.134, 20.056], [35.235, 21.665, 19.971], [32.890, 22.594, 17.904], [31.865, 22.789, 18.897], [33.661, 20.186, 19.224], [32.406, 20.310, 18.163], [31.974, 20.588, 19.939], [33.805, 22.658, 21.630], [32.158, 22.996, 21.236], [34.591, 25.064, 21.034], [33.279, 25.291, 22.180], [33.034, 25.343, 20.519]]
}